The following is a quantum chemistry calculation of a structure of composition C34H57N4OP2Sn in a non-equilibrium geometry, from the OMol25 dataset.

Last column: Löwdin charge in e.
Positions of all 99 atoms, in Å:
C -2.5981 0.9459 -1.5304  -0.3566
C -3.0245 -1.2695 -0.7272  -0.3647
C -3.7966 0.9608 -2.2444  -0.0636
C -4.3026 -1.2267 -1.3552  -0.0268
C -4.6703 -0.1320 -2.1201  -0.0561
H -4.0319 1.8322 -2.8546  0.1092
H -4.9501 -2.0931 -1.2176  0.1147
H -5.6213 -0.1055 -2.6402  0.1102
N -2.2170 -0.1462 -0.8442  -0.0713
P -0.8152 2.5293 0.0687  1.0158
P -0.8537 -2.5845 0.4991  0.9262
C -1.6516 2.1477 -1.5349  -0.2674
H -0.8848 1.9947 -2.3084  0.0747
H -2.1917 3.0593 -1.8187  0.0823
C -2.5314 -2.3893 -0.0146  -0.2865
H -3.2205 -3.2187 0.1477  0.0592
C 0.0183 -3.4683 -0.9457  -0.6654
C -0.7421 -3.5430 2.1271  -0.6675
C 0.7426 3.6030 -0.2433  -0.6499
C -2.1662 3.3674 1.0675  -0.6730
C 1.5354 -3.2670 -0.8032  -0.1136
H 1.9555 -3.8266 0.0425  0.0654
H 2.0420 -3.6222 -1.7151  0.0854
H 1.7890 -2.2123 -0.6554  0.0144
C -0.3264 -4.9638 -0.9327  -0.0996
H 0.1086 -5.5002 -0.0785  0.0653
H -1.4108 -5.1364 -0.9540  0.0848
H 0.0953 -5.4213 -1.8411  0.0894
C -0.4578 -2.8511 -2.2707  -0.0958
H 0.1262 -3.2728 -3.1045  0.0829
H -1.5147 -3.0790 -2.4601  0.0874
H -0.3220 -1.7651 -2.2755  0.0422
C 0.7098 -3.9963 2.3717  -0.0841
H 1.4090 -3.1455 2.3559  0.0747
H 0.7628 -4.4500 3.3740  0.0936
H 1.0497 -4.7570 1.6570  0.0640
C -1.1617 -2.6676 3.3197  -0.1072
H -0.4761 -1.8283 3.4960  0.0634
H -2.1865 -2.2912 3.2264  0.0705
H -1.1303 -3.3053 4.2198  0.0980
C -1.7166 -4.7246 2.0476  -0.0930
H -1.4874 -5.4219 1.2350  0.0597
H -1.6458 -5.2812 2.9925  0.0925
H -2.7509 -4.3758 1.9368  0.0777
C -1.6214 3.5330 2.4966  -0.0839
H -2.3843 4.0573 3.0922  0.1034
H -1.4420 2.5553 2.9676  0.0290
H -0.6942 4.1238 2.5319  0.0712
C -3.4245 2.4768 1.0997  -0.0831
H -3.9610 2.4899 0.1412  0.0884
H -3.1886 1.4324 1.3473  0.0235
H -4.0918 2.8537 1.8917  0.1070
C -2.5549 4.7242 0.4616  -0.0859
H -3.5011 5.0372 0.9253  0.0952
H -1.8226 5.5081 0.6790  0.0611
H -2.7210 4.6739 -0.6229  0.0794
C 1.0896 3.5169 -1.7323  -0.1109
H 0.3199 3.9779 -2.3666  0.0952
H 2.0334 4.0539 -1.9137  0.0998
H 1.2405 2.4759 -2.0412  0.0233
C 1.9117 3.0133 0.5620  -0.0971
H 2.1219 1.9810 0.2518  0.0461
H 2.8157 3.6171 0.3776  0.0975
H 1.7178 3.0214 1.6432  0.0780
C 0.5576 5.0753 0.1457  -0.0916
H -0.1929 5.5739 -0.4809  0.0804
H 0.3137 5.2166 1.2071  0.0711
H 1.5122 5.5954 -0.0309  0.0959
Sn -0.5213 -0.0151 0.6079  0.9728
C -1.9290 0.3730 2.6844  -0.1707
O -2.4838 0.2486 3.6873  0.1122
N 0.9163 0.1092 -1.2819  0.1331
C 1.6216 0.0267 -2.2177  -0.0813
C 2.5454 -0.0362 -3.3823  -0.5682
C 2.0015 -1.0796 -4.3557  -0.0285
C 2.5767 1.3429 -4.0363  -0.0384
C 3.9369 -0.4156 -2.8691  -0.0301
H 1.9895 -2.0717 -3.8861  0.0775
H 0.9760 -0.8162 -4.6440  0.1025
H 2.5927 -1.1581 -5.2772  0.1058
H 3.0008 2.0792 -3.3439  0.0844
H 3.1806 1.3713 -4.9505  0.1064
H 1.5605 1.6526 -4.3079  0.0991
H 4.6852 -0.4505 -3.6716  0.1059
H 4.2831 0.3244 -2.1343  0.0935
H 3.9188 -1.4045 -2.3918  0.0885
N 3.1266 -0.9812 0.7406  0.1259
C 2.8198 -0.4306 1.9768  -0.3822
C 3.7369 -0.4207 3.0366  -0.0042
C 3.3707 0.2377 4.2139  -0.0390
C 2.1010 0.8361 4.2815  -0.0567
C 1.2533 0.7627 3.1820  -0.1748
N 1.5904 0.1105 2.0437  -0.0383
H 2.8488 -0.3987 -0.0269  0.0342
H 4.0605 -1.3853 0.6471  0.1158
H 4.6788 -0.9324 2.8915  0.1110
H 4.0374 0.2619 5.0692  0.1133
H 1.7540 1.3619 5.1724  0.1108
H 0.2489 1.2122 3.2145  0.0656

Computed properties:
Highest occupied orbital energy (alpha / beta) in eV: -7.54 / -7.54
LUMO level (alpha / beta) in eV: -1.82 / -1.82
Orbital gap (alpha / beta) in eV: 5.725 / 5.726
Max |F| in eV/A: 4.54
Total charge: +1
Total energy in eV: -68592.9036
Energy above the lowest of the compared OMol25 structures with the same formula, charge and spin in kcal/mol: 0.0

=====

The following is a quantum chemistry calculation of a structure of composition C34H58N2O4ScSi in a non-equilibrium geometry, from the OMol25 dataset.

Last column: Löwdin charge in e.
Positions of all 100 atoms, in Å:
O 0.5304 2.0737 -3.3623  -0.1779
O 2.5234 2.1342 -4.5955  -0.1170
C -0.6251 1.5027 -4.0572  -0.1812
C -1.9412 2.2272 -3.8940  -0.0560
H -0.7173 0.4822 -3.6703  0.1151
H -0.3230 1.4436 -5.1166  0.1243
H -2.3575 2.1298 -2.8774  0.0688
H -2.6492 1.7321 -4.5710  0.1008
H -1.8714 3.2886 -4.1766  0.0907
C 0.2847 3.2625 -2.5037  -0.1850
C 0.7083 4.4953 -3.2374  -0.0389
H 0.8567 3.1346 -1.5796  0.1150
H -0.7717 3.2178 -2.2313  0.0930
H 1.7472 4.3923 -3.5666  0.0672
H 0.6795 5.3543 -2.5600  0.1005
H 0.0490 4.6411 -4.0986  0.0896
C 3.3785 1.5844 -3.5176  -0.1463
C 2.7917 1.6329 -5.9753  -0.1443
C 3.8239 2.7181 -2.6285  -0.0439
H 4.2363 1.1354 -4.0361  0.1327
H 2.7968 0.8189 -2.9661  0.1331
H 4.0557 3.6284 -3.2014  0.0970
H 4.7557 2.3879 -2.1576  0.0881
H 3.0826 2.9563 -1.8510  0.0703
C 3.4410 2.7254 -6.7972  -0.0455
H 1.8345 1.2815 -6.3785  0.1293
H 3.4589 0.7733 -5.8841  0.1167
H 2.9304 3.6785 -6.6386  0.0882
H 3.3860 2.4518 -7.8546  0.0930
H 4.5006 2.8689 -6.5512  0.0908
H 1.5258 2.2670 -4.2131  0.0663
N -0.5841 0.2218 1.1054  -0.0021
C -0.5088 -0.0773 2.4205  -0.3465
C 0.5502 -0.7643 3.0460  -0.0335
C 1.8149 -1.1130 2.5328  -0.3238
C -1.6062 0.4062 3.3355  -0.0059
H -2.5941 0.3395 2.8675  0.0899
H -1.4240 1.4433 3.6489  0.0963
H -1.6135 -0.2141 4.2368  0.0866
C 2.9448 -1.3524 3.4879  0.0027
H 3.7581 -0.6291 3.3609  0.0938
H 3.3667 -2.3595 3.3873  0.0936
H 2.5593 -1.2427 4.5013  0.0849
N 2.0492 -1.2818 1.2367  0.0188
C -1.2595 1.4151 0.6794  -0.1887
C -2.5143 1.3769 0.0215  -0.2191
C -3.1948 0.0778 -0.2836  -0.0438
C -3.1454 2.5709 -0.3386  -0.0725
H -4.1082 2.5104 -0.8497  0.1161
C -2.6025 3.8089 0.0008  -0.0824
H -3.1321 4.7251 -0.2555  0.1072
C -1.3788 3.8543 0.6604  -0.0625
H -0.9375 4.8176 0.9279  0.1152
C -0.6966 2.6816 0.9838  -0.2279
C 0.6279 2.7988 1.6743  -0.0364
C 3.3689 -1.4850 0.7580  -0.2385
C 3.7782 -2.7899 0.3762  -0.2265
C 2.9668 -3.9804 0.7693  -0.0294
C 4.8914 -2.9457 -0.4476  -0.0480
H 5.1343 -3.9468 -0.8105  0.1201
C 5.6892 -1.8506 -0.7797  -0.0868
H 6.5913 -1.9926 -1.3738  0.1084
C 5.3520 -0.5827 -0.3077  -0.0565
H 5.9933 0.2776 -0.5119  0.1088
C 4.2007 -0.3810 0.4484  -0.2162
C 3.8663 1.0058 0.8964  -0.0381
Sc 0.2164 -1.6485 0.0794  0.9873
H -2.8234 -0.3884 -1.2071  0.0710
H -4.2688 0.2495 -0.4411  0.0880
H -3.0917 -0.6628 0.5210  0.0784
H 1.3759 2.0978 1.2830  0.0514
H 0.5453 2.6298 2.7584  0.0905
H 1.0289 3.8136 1.5370  0.0848
H 3.4503 -4.8828 0.3737  0.0877
H 1.9340 -3.9631 0.3897  0.0520
H 2.9144 -4.0764 1.8626  0.0886
H 3.4173 1.0338 1.8945  0.0712
H 3.1914 1.5058 0.1852  0.0646
H 4.7888 1.6024 0.9394  0.0908
H 0.4387 -0.9379 4.1124  0.1055
C 1.4339 -1.9378 -1.5091  -0.3131
Si 1.7791 -2.7438 -3.1747  0.4243
H 2.4660 -1.6289 -1.2242  0.0078
H 0.9977 -0.9191 -1.7542  0.0123
C 0.5693 -2.1929 -4.4810  -0.1768
C 1.7155 -4.5493 -2.7360  -0.1617
C 3.4492 -2.1918 -3.8182  -0.1641
H 3.9055 -3.0433 -4.3477  0.0414
H 4.1368 -1.8812 -3.0169  0.0132
H 3.3304 -1.3656 -4.5383  0.0076
H -0.4725 -2.3289 -4.1631  0.0370
H 0.7327 -2.7797 -5.3935  0.0385
H 0.7363 -1.1408 -4.7544  0.0078
H 0.6997 -4.8483 -2.4349  0.0396
H 2.4079 -4.7693 -1.9093  0.0275
H 2.0108 -5.1433 -3.6092  0.0338
O -1.4464 -2.3302 -1.0249  -0.1323
C -1.3072 -3.4789 -0.4711  -0.3990
O -0.3489 -3.6837 0.3493  -0.0987
H -2.0314 -4.2652 -0.7256  0.1519

Computed properties:
Highest occupied orbital energy in eV: -10.23
LUMO level in eV: -1.84
Orbital gap in eV: 8.390
Max |F| in eV/A: 2.95
Total charge: +1
Total energy in eV: -75944.1936
Energy above the lowest of the compared OMol25 structures with the same formula, charge and spin in kcal/mol: 55.9